Entry 1:
61
Properties=species:S:1:pos:R:3:lowdin_charge:R:1 method="wB97M-V/def2-TZVPD" relative_energy_kcal_mol=0.0 e_homo_ev=-1.5 charge=-2 e_tot_ev=-113609.7029 orbital_gap_ev=5.02
Al -0.60 -1.32 0.92 -0.27
O 3.20 -5.62 -2.85 -0.12
C 2.55 -4.90 -2.12 -1.06
S 3.16 -3.43 -1.37 0.92
C 1.70 -2.98 -0.49 -1.14
C 0.64 -3.80 -0.63 -1.14
S -0.92 -3.58 0.10 0.64
S 0.87 -5.20 -1.67 0.92
S 1.76 -1.53 0.47 0.67
C 2.29 4.85 -3.34 -0.07
C 1.85 4.10 -2.11 -0.29
C 2.07 2.73 -1.99 -0.04
C 1.64 2.03 -0.88 -0.05
C 0.96 2.70 0.14 -0.26
C 0.74 4.06 0.05 -0.06
C 1.19 4.76 -1.07 -0.06
S 0.40 1.74 1.55 0.55
O 1.58 1.09 2.06 -0.34
O -0.25 2.72 2.40 -0.33
N -0.60 0.69 0.93 -0.21
C -1.93 1.23 0.63 -0.15
C -2.91 0.10 0.42 -0.62
O -4.07 0.34 0.09 0.01
O -2.43 -1.08 0.61 -0.08
H 3.20 4.42 -3.76 0.07
H 2.48 5.90 -3.11 0.07
H 1.52 4.81 -4.11 0.08
H 2.59 2.21 -2.78 0.11
H 1.82 0.97 -0.77 0.06
H 0.22 4.56 0.85 0.10
H 1.01 5.83 -1.14 0.10
H -1.93 1.84 -0.29 0.12
H -2.31 1.86 1.44 0.12
C -0.58 -1.60 2.89 0.00
C -0.50 -1.61 4.10 -0.09
C -0.36 -1.58 5.53 -0.25
C 0.79 -1.03 6.10 -0.03
C 0.94 -0.99 7.48 -0.11
C -0.05 -1.49 8.32 -0.13
C -1.20 -2.03 7.75 -0.12
C -1.35 -2.08 6.38 -0.05
H 1.56 -0.63 5.45 0.12
H 1.84 -0.56 7.91 0.09
H 0.07 -1.46 9.39 0.08
H -1.98 -2.43 8.39 0.09
H -2.25 -2.50 5.94 0.11
N -2.47 -0.37 -6.40 0.07
C -1.23 -0.73 -6.01 -0.83
S -0.04 -0.97 -7.12 0.62
C -1.06 -0.88 -4.54 -0.24
C -2.15 -1.04 -3.69 -0.01
C -1.94 -1.12 -2.32 -0.09
N -0.74 -1.01 -1.76 0.09
C 0.31 -0.91 -2.58 -0.11
C 0.20 -0.85 -3.96 -0.01
H -2.61 -0.17 -7.37 0.08
H -3.13 -0.01 -5.73 0.09
H -3.16 -1.16 -4.05 0.11
H -2.77 -1.27 -1.64 0.11
H 1.28 -0.89 -2.09 0.07
H 1.08 -0.75 -4.58 0.09

Entry 2:
190
Properties=species:S:1:pos:R:3:lowdin_charge:R:1 method="wB97M-V/def2-TZVPD" smiles="CCOS(C)(=O)=O.CCOS(C)(=O)=O.CCOS(C)(=O)=O.CCOS(C)(=O)=O.CCOS(C)(=O)=O.CCOS(C)(=O)=O.CCOS(C)(=O)=O.CCOS(C)(=O)=O.CCOS(C)(=O)=O.CCOS(C)(=O)=O.CCCCCC.CCCCCC" e_homo_ev=-10.9 e_tot_ev=-215071.4448 orbital_gap_ev=10.67
C 10.70 -10.87 -16.53 -0.05
C 11.09 -10.68 -18.03 -0.27
O 9.96 -11.02 -18.84 -0.28
S 9.95 -10.67 -20.47 0.68
C 11.35 -11.76 -20.97 -0.10
O 8.74 -11.22 -21.10 -0.31
O 10.28 -9.27 -20.61 -0.29
H 11.49 -10.57 -15.85 0.08
H 10.53 -11.94 -16.37 0.07
H 9.78 -10.34 -16.29 0.08
H 11.23 -9.60 -18.13 0.11
H 12.04 -11.17 -18.26 0.11
H 12.17 -11.32 -20.39 0.05
H 11.49 -11.81 -22.05 0.07
H 11.08 -12.75 -20.60 0.07
C -5.94 -13.34 -27.16 -0.05
C -7.45 -13.53 -27.56 -0.27
O -7.81 -12.42 -28.34 -0.31
S -9.09 -12.46 -29.39 0.70
C -9.35 -10.62 -29.38 -0.10
O -8.64 -13.01 -30.70 -0.31
O -10.22 -13.07 -28.68 -0.32
H -5.32 -13.04 -28.01 0.07
H -5.56 -14.23 -26.67 0.07
H -5.96 -12.53 -26.43 0.07
H -7.74 -14.40 -28.14 0.12
H -8.02 -13.45 -26.64 0.12
H -8.50 -10.24 -29.95 0.06
H -9.24 -10.22 -28.38 0.07
H -10.34 -10.42 -29.80 0.07
C -10.25 -19.69 -22.25 -0.07
C -9.91 -18.19 -22.30 -0.25
O -9.47 -17.93 -20.95 -0.30
S -7.97 -17.24 -20.65 0.69
C -6.93 -18.79 -20.60 -0.10
O -7.56 -16.50 -21.87 -0.33
O -7.97 -16.57 -19.37 -0.28
H -10.53 -20.02 -23.25 0.07
H -11.19 -19.85 -21.72 0.08
H -9.48 -20.35 -21.86 0.08
H -9.10 -18.06 -23.02 0.10
H -10.68 -17.44 -22.48 0.13
H -7.21 -19.43 -19.76 0.07
H -5.97 -18.39 -20.28 0.06
H -6.90 -19.23 -21.60 0.07
C -5.60 -9.22 -18.14 -0.06
C -6.73 -8.74 -19.10 -0.30
O -7.94 -8.58 -18.43 -0.28
S -8.38 -7.06 -17.87 0.69
C -8.97 -6.39 -19.49 -0.11
O -9.57 -7.19 -17.03 -0.29
O -7.17 -6.34 -17.50 -0.30
H -5.88 -10.16 -17.66 0.08
H -5.19 -8.54 -17.40 0.07
H -4.69 -9.37 -18.73 0.07
H -6.45 -7.82 -19.62 0.10
H -6.92 -9.47 -19.88 0.12
H -9.37 -5.40 -19.28 0.07
H -9.56 -7.17 -19.96 0.07
H -8.17 -6.33 -20.23 0.05
C 1.06 -20.93 -16.16 -0.05
C 0.88 -21.30 -17.64 -0.33
O 1.92 -20.79 -18.39 -0.24
S 1.59 -19.57 -19.50 0.67
C 1.99 -20.37 -21.11 -0.11
O 0.17 -19.26 -19.49 -0.30
O 2.56 -18.50 -19.35 -0.30
H 0.25 -21.24 -15.50 0.08
H 1.13 -19.85 -16.09 0.08
H 1.96 -21.32 -15.69 0.08
H 1.02 -22.37 -17.77 0.12
H -0.12 -21.22 -18.07 0.11
H 2.99 -20.80 -21.18 0.07
H 1.73 -19.62 -21.86 0.07
H 1.31 -21.21 -21.26 0.06
C -4.23 -15.75 -14.10 -0.06
C -3.31 -14.54 -13.77 -0.29
O -3.32 -14.21 -12.37 -0.28
S -4.33 -12.93 -11.85 0.68
C -3.22 -11.58 -12.49 -0.10
O -5.54 -12.95 -12.62 -0.29
O -4.43 -12.93 -10.40 -0.28
H -5.23 -15.32 -14.16 0.07
H -4.22 -16.47 -13.28 0.08
H -3.90 -16.29 -14.98 0.07
H -2.27 -14.79 -13.97 0.11
H -3.49 -13.70 -14.43 0.10
H -3.79 -10.65 -12.51 0.07
H -2.92 -11.79 -13.52 0.06
H -2.41 -11.45 -11.78 0.07
C -2.28 -4.26 -20.06 -0.05
C -1.74 -4.59 -18.64 -0.31
O -1.54 -3.39 -17.93 -0.27
S -0.59 -3.52 -16.59 0.69
C 1.10 -3.60 -17.40 -0.10
O -0.68 -2.22 -15.88 -0.31
O -0.98 -4.76 -15.95 -0.29
H -2.42 -5.22 -20.56 0.07
H -1.56 -3.69 -20.64 0.08
H -3.23 -3.74 -19.96 0.08
H -2.41 -5.19 -18.03 0.11
H -0.92 -5.31 -18.70 0.11
H 1.74 -3.43 -16.53 0.06
H 1.29 -2.75 -18.05 0.07
H 1.40 -4.57 -17.79 0.06
C 6.68 -15.13 -16.48 -0.07
C 6.12 -14.90 -15.10 -0.30
O 5.85 -16.21 -14.60 -0.29
S 5.19 -16.44 -13.07 0.73
C 3.64 -15.40 -13.36 -0.11
O 4.92 -17.87 -12.88 -0.29
O 6.10 -15.67 -12.20 -0.32
H 6.73 -14.19 -17.04 0.08
H 6.07 -15.80 -17.08 0.08
H 7.68 -15.56 -16.35 0.08
H 6.84 -14.38 -14.47 0.12
H 5.27 -14.23 -15.23 0.11
H 3.68 -14.31 -13.43 0.06
H 2.94 -15.51 -12.53 0.06
H 3.15 -15.83 -14.23 0.07
C 6.64 -10.10 -9.61 -0.07
C 6.35 -10.01 -11.10 -0.30
O 6.25 -8.61 -11.41 -0.27
S 5.48 -8.25 -12.89 0.69
C 3.66 -8.23 -12.36 -0.07
O 5.96 -6.93 -13.23 -0.29
O 5.67 -9.40 -13.76 -0.31
H 7.42 -9.44 -9.21 0.08
H 6.99 -11.08 -9.30 0.08
H 5.78 -9.81 -9.01 0.07
H 7.11 -10.49 -11.71 0.11
H 5.44 -10.57 -11.34 0.11
H 3.43 -7.21 -12.06 0.06
H 3.45 -8.98 -11.60 0.06
H 3.16 -8.39 -13.32 0.06
C -1.51 -13.62 -20.35 -0.05
C 0.03 -13.28 -20.15 -0.23
O 0.17 -11.86 -19.83 -0.30
S 1.21 -11.38 -18.63 0.70
C 2.81 -11.93 -19.44 -0.11
O 1.24 -9.91 -18.60 -0.31
O 1.05 -12.21 -17.40 -0.33
H -2.15 -13.55 -19.47 0.07
H -1.50 -14.64 -20.72 0.07
H -1.94 -13.01 -21.14 0.07
H 0.50 -13.91 -19.39 0.11
H 0.48 -13.43 -21.13 0.11
H 3.62 -11.41 -18.93 0.06
H 2.78 -11.66 -20.50 0.06
H 3.01 -13.00 -19.42 0.06
C 4.14 -6.25 -23.10 -0.13
C 2.86 -6.19 -23.86 -0.28
C 2.07 -7.55 -23.83 -0.23
C 0.81 -7.53 -24.62 -0.23
C -0.06 -8.84 -24.50 -0.27
C 0.40 -9.97 -25.37 -0.13
H 4.33 -5.27 -22.66 0.07
H 4.93 -6.44 -23.83 0.08
H 4.07 -6.95 -22.26 0.07
H 2.19 -5.39 -23.56 0.10
H 3.19 -5.90 -24.86 0.10
H 1.82 -7.78 -22.80 0.11
H 2.75 -8.33 -24.17 0.11
H 0.20 -6.67 -24.36 0.11
H 1.06 -7.42 -25.68 0.11
H -0.10 -9.11 -23.44 0.10
H -1.08 -8.62 -24.81 0.10
H -0.21 -10.87 -25.26 0.07
H 0.24 -9.68 -26.41 0.07
H 1.43 -10.21 -25.11 0.07
C 4.17 -15.07 -25.80 -0.12
C 4.49 -15.59 -27.18 -0.29
C 5.90 -16.14 -27.33 -0.24
C 6.93 -15.16 -26.83 -0.23
C 7.14 -13.89 -27.71 -0.23
C 8.27 -12.98 -27.13 -0.12
H 4.53 -15.82 -25.10 0.08
H 3.11 -14.96 -25.60 0.07
H 4.65 -14.09 -25.74 0.07
H 3.80 -16.40 -27.43 0.10
H 4.38 -14.79 -27.91 0.10
H 6.04 -16.35 -28.40 0.11
H 5.98 -17.11 -26.84 0.11
H 6.78 -14.93 -25.77 0.10
H 7.92 -15.63 -26.83 0.11
H 7.43 -14.04 -28.75 0.10
H 6.24 -13.28 -27.82 0.09
H 8.06 -12.70 -26.10 0.06
H 9.31 -13.30 -27.09 0.07
H 8.26 -12.01 -27.62 0.06

Entry 3:
7
Properties=species:S:1:pos:R:3:lowdin_charge:R:1 method="wB97M-V/def2-TZVPD" relative_energy_kcal_mol=85.7 e_homo_ev="-8.0 / -8.0" e_tot_ev=-24265.6641 orbital_gap_ev="7.60 / 7.60"
O 0.12 -0.42 -1.90 -0.36
O -0.72 0.31 0.85 -0.99
P 0.70 0.59 -0.77 0.95
S -0.34 0.24 2.37 0.58
H 0.22 -1.29 -1.61 0.00
H 0.13 1.74 -1.42 -0.07
H -0.10 -1.16 2.49 -0.12

Entry 4:
24
Properties=species:S:1:pos:R:3:lowdin_charge:R:1 method="wB97M-V/def2-TZVPD" smiles="C[N+]([O-])=C=C1C=CC=C[C@@H]1c1cnns1" relative_energy_kcal_mol=112.8 e_homo_ev=-8.8 e_tot_ev=-27861.8423 orbital_gap_ev=8.31
C -0.68 1.23 -3.46 0.02
N -1.37 0.36 -2.45 -0.33
O -2.38 -0.33 -2.83 -0.08
C -0.93 0.38 -1.26 0.09
C -0.35 0.33 -0.06 -0.21
C -0.98 0.93 1.11 -0.10
C -1.12 0.19 2.24 -0.07
C -0.61 -1.16 2.32 -0.06
C 0.22 -1.67 1.36 -0.05
C 0.72 -0.77 0.28 -0.25
C 1.96 -0.04 0.87 -0.46
C 3.23 -0.53 1.13 -0.20
N 4.07 0.34 1.72 -0.09
N 3.52 1.43 2.00 -0.36
S 1.99 1.62 1.34 1.05
H 0.43 1.37 -3.06 0.13
H -0.79 0.60 -4.41 0.11
H -1.31 2.17 -3.48 0.11
H -1.32 2.00 0.90 0.14
H -1.60 0.61 3.06 0.09
H -1.02 -1.78 3.03 0.07
H 0.33 -2.82 1.18 0.15
H 1.06 -1.34 -0.67 0.17
H 3.39 -1.63 0.83 0.14

Entry 5:
7
Properties=species:S:1:pos:R:3:lowdin_charge:R:1 method="wB97M-V/def2-TZVPD" relative_energy_kcal_mol=80.9 e_homo_ev=-9.2 e_tot_ev=-82996.0533 orbital_gap_ev=8.55
C 0.56 -2.11 1.31 -0.36
C -1.24 -0.35 -0.43 -0.78
S -1.22 -1.43 0.84 0.68
Br -3.25 0.41 -0.66 0.29
H 0.57 -2.10 2.51 0.06
H 1.18 -3.12 1.26 0.08
H 1.27 -1.31 0.99 0.02

Entry 6:
69
Properties=species:S:1:pos:R:3:lowdin_charge:R:1 method="wB97M-V/def2-TZVPD" relative_energy_kcal_mol=30.4 e_homo_ev=-15.0 charge=+2 e_tot_ev=-36002.1145 orbital_gap_ev=9.94
Cd 0.83 0.05 0.62 1.37
C -0.25 -1.32 -3.28 -0.02
C -0.60 -0.05 -2.50 -0.42
C -1.88 0.59 -3.02 -0.10
O -2.55 1.32 -1.90 -0.27
C -3.69 2.18 -2.25 -0.04
N -0.53 -0.26 -1.10 -0.01
H 0.67 -1.68 -2.81 0.07
H 0.09 -1.27 -4.32 0.09
H -1.12 -1.96 -3.41 0.09
H 0.23 0.64 -2.67 0.12
H -2.66 -0.06 -3.39 0.13
H -1.69 1.27 -3.85 0.14
H -4.48 2.21 -1.50 0.09
H -4.23 1.86 -3.14 0.09
H -3.31 3.20 -2.32 0.09
H -1.44 0.11 -0.89 0.04
H -0.70 -1.24 -0.93 0.00
C 0.66 0.81 4.80 -0.05
C 0.55 0.36 3.38 -0.43
C -0.93 0.31 2.85 -0.18
O -1.10 -0.09 1.50 -0.32
C -2.56 -0.02 1.26 -0.04
N 1.41 1.16 2.53 -0.01
H 1.71 0.90 5.07 0.09
H 0.54 0.04 5.57 0.10
H 0.07 1.67 5.12 0.10
H 1.03 -0.62 3.42 0.12
H -1.51 1.20 3.12 0.13
H -1.48 -0.35 3.52 0.14
H -2.81 0.02 0.20 0.07
H -2.99 0.90 1.65 0.10
H -3.10 -0.88 1.65 0.11
H 2.31 1.05 2.97 0.10
H 1.13 2.12 2.71 0.11
C 3.98 2.40 -1.09 -0.03
C 2.79 2.01 -0.15 -0.34
C 1.47 2.78 -0.50 -0.13
O 0.43 2.22 0.35 -0.35
C -0.77 2.93 0.28 -0.06
N 2.45 0.61 -0.56 -0.06
H 4.17 3.45 -0.86 0.09
H 3.69 2.41 -2.14 0.09
H 4.93 1.87 -1.06 0.09
H 2.99 2.07 0.92 0.12
H 1.17 2.50 -1.51 0.12
H 1.59 3.86 -0.42 0.15
H -1.03 3.03 -0.78 0.09
H -0.64 3.92 0.72 0.11
H -1.53 2.39 0.84 0.08
H 2.36 0.51 -1.56 0.09
H 3.26 0.06 -0.34 0.10
C 2.18 -3.85 -0.15 -0.03
C 1.21 -2.67 -0.08 -0.40
C -0.18 -3.31 -0.29 -0.20
O -1.24 -2.43 -0.16 -0.26
C -2.51 -2.97 -0.52 -0.03
N 1.17 -1.82 1.14 -0.03
H 2.03 -4.62 0.61 0.10
H 3.15 -3.40 0.06 0.09
H 2.20 -4.40 -1.10 0.11
H 1.49 -2.11 -0.97 0.10
H -0.46 -4.06 0.45 0.14
H -0.25 -3.88 -1.22 0.14
H -3.30 -2.22 -0.48 0.09
H -2.79 -3.80 0.14 0.11
H -2.52 -3.23 -1.57 0.10
H 2.10 -2.04 1.47 0.10
H 0.80 -2.39 1.89 0.12

Entry 7:
9
Properties=species:S:1:pos:R:3:lowdin_charge:R:1 method="wB97M-V/def2-TZVPD" relative_energy_kcal_mol=3.1 e_homo_ev="-12.3 / -12.4" multiplicity=2 charge=+1 e_tot_ev=-8853.2718 orbital_gap_ev="6.55 / 6.71"
C -0.12 -0.74 0.86 -0.18
C -0.25 -1.72 1.70 -0.15
O -0.21 -2.63 2.45 0.23
O 1.05 1.13 -1.02 -0.31
C -0.16 0.57 -1.28 -0.37
C -0.58 -0.42 -0.44 -0.07
H -1.45 0.58 -1.32 0.22
Be 1.05 0.59 0.78 0.79
Li 0.66 2.64 -1.72 0.83

Entry 8:
17
Properties=species:S:1:pos:R:3:lowdin_charge:R:1 method="wB97M-V/def2-TZVPD" relative_energy_kcal_mol=33.4 e_homo_ev=-8.9 e_tot_ev=-30066.4883 orbital_gap_ev=9.50
C -0.44 1.40 2.30 -0.17
C -0.34 0.19 1.55 -0.19
C -0.18 2.51 1.55 -0.37
C -0.15 0.45 0.23 -0.45
C 1.16 -1.41 -1.39 -0.27
C -0.23 -1.01 -1.05 -0.56
O 1.71 -0.25 -2.09 -0.09
S -0.21 2.13 -0.19 0.97
S -1.30 -2.27 -0.31 0.74
H -0.57 1.51 3.37 0.11
H -0.40 -0.73 1.91 0.04
H -0.14 3.54 1.67 0.03
H 1.75 -1.57 -0.34 0.17
H 1.23 -2.13 -2.12 0.09
H -0.91 -0.70 -1.85 0.07
H 1.28 0.57 -1.97 0.01
H -2.25 -2.23 -1.28 -0.13

Entry 9:
13
Properties=species:S:1:pos:R:3:lowdin_charge:R:1 method="wB97M-V/def2-TZVPD" relative_energy_kcal_mol=182.4 e_homo_ev=-8.7 e_tot_ev=-20537.7490 orbital_gap_ev=6.86
C -0.96 0.09 -0.28 -0.88
C -0.23 1.22 -0.25 -0.02
C 1.24 0.72 -0.17 -0.43
H 2.53 -1.00 1.24 0.17
H 2.80 -1.65 -0.24 0.04
H -2.58 -1.68 -1.02 0.18
H -0.80 2.21 -0.28 0.13
H 2.21 2.33 -0.06 0.10
N 2.11 -1.34 0.28 0.09
N 1.23 -0.64 -0.35 -0.11
N 2.27 1.28 0.27 0.10
O -0.20 -0.96 -0.16 -0.07
S -2.64 0.01 0.28 0.70

Entry 10:
24
Properties=species:S:1:pos:R:3:lowdin_charge:R:1 method="wB97M-V/def2-TZVPD" smiles=O.O.O.O.O.O.O.O relative_energy_kcal_mol=61.6 e_homo_ev=-10.4 e_tot_ev=-16639.3397 orbital_gap_ev=9.86
O 0.46 -2.28 0.53 -0.03
H 0.00 -3.07 0.81 0.07
H 1.00 -2.04 1.27 0.08
O 1.63 1.86 0.18 -0.03
H 2.13 1.56 0.94 0.09
H 2.21 2.48 -0.26 0.09
O 1.64 0.60 -2.88 -0.04
H 1.46 1.31 -3.49 0.04
H 1.36 0.93 -2.03 -0.01
O -0.41 0.23 0.05 -0.04
H -0.01 -0.64 0.11 -0.01
H 0.33 0.83 0.03 -0.03
O -2.78 -2.39 0.20 -0.04
H -3.40 -2.02 0.82 0.04
H -1.98 -2.54 0.72 0.00
O 0.68 -3.14 -2.12 -0.05
H 0.70 -2.37 -1.56 0.00
H 1.08 -3.83 -1.59 0.02
O -2.19 1.13 1.89 -0.07
H -1.88 1.96 2.26 0.01
H -1.48 0.83 1.32 -0.04
O -0.51 3.70 0.82 -0.04
H -0.11 2.88 0.53 -0.02
H 0.08 4.04 1.48 0.03

Entry 11:
34
Properties=species:S:1:pos:R:3:lowdin_charge:R:1 method="wB97M-V/def2-TZVPD" smiles="C[C@H](NC(=O)[C@@H](N)CCCCN)C(=O)O" relative_energy_kcal_mol=94.7 e_homo_ev=-9.4 e_tot_ev=-20251.1105 orbital_gap_ev=9.66
C 2.34 -0.62 1.96 0.02
C 2.74 -0.77 0.42 -0.30
N 2.86 0.42 -0.35 0.10
C 1.88 1.29 -0.71 -0.36
O 2.31 2.44 -1.04 0.02
C 0.52 1.14 -0.03 -0.38
N 0.39 2.19 0.86 0.08
C -0.57 1.02 -1.16 -0.08
C -1.37 -0.46 -1.06 -0.20
C -2.07 -0.85 0.26 -0.22
C -3.43 -0.08 0.59 -0.21
N -4.47 -0.42 -0.55 0.00
C 1.99 -1.70 -0.40 -0.56
O 0.95 -2.34 -0.07 0.07
O 2.53 -1.99 -1.50 0.15
H 1.26 -0.42 2.17 0.09
H 3.00 0.21 2.30 0.09
H 2.80 -1.57 2.27 0.08
H 3.64 -1.27 0.44 0.13
H 3.72 0.90 -0.45 0.15
H 0.48 0.14 0.43 0.09
H 0.64 3.04 0.39 0.07
H -0.59 2.26 1.18 0.10
H -1.41 1.74 -1.25 0.11
H -0.07 0.91 -2.15 0.11
H -2.09 -0.48 -1.84 0.06
H -0.72 -1.33 -1.48 0.12
H -1.34 -0.73 0.97 0.04
H -2.11 -1.99 0.11 0.14
H -3.79 -0.44 1.66 0.12
H -3.18 1.01 0.86 0.10
H -5.41 -0.50 -0.17 0.04
H -4.66 0.47 -0.95 0.03
H 3.24 -1.23 -1.70 0.20

| no. | F_max (eV Å⁻¹) |
| --- | --- |
| 1 | 0.20 |
| 2 | 4.20 |
| 3 | 4.15 |
| 4 | 3.79 |
| 5 | 3.42 |
| 6 | 6.08 |
| 7 | 5.97 |
| 8 | 5.15 |
| 9 | 6.65 |
| 10 | 0.93 |
| 11 | 7.93 |